[1]
The following is a quantum chemistry calculation of a molecular structure, C5H9Cl2N, from the Open Molecules 2025 dataset.

Calculated values
Charge ... 0
Kohn-Sham gap ... 10.500 eV
Total energy ... -31863.9592 eV
Largest force on an atom ... 5.0 eV/A

Each line ends with the Löwdin charge.
Positions of all 17 atoms, in Å:
C  0.042  2.246  0.748  -1.233
C  -1.012  -0.187  -1.201  -0.080
C  1.511  -1.016  -0.635  -0.005
C  -0.372  -0.882  1.051  -0.122
C  0.137  -0.279  -0.211  -0.454
N  0.688  1.468  0.032  0.052
Cl  0.579  3.866  1.042  0.601
Cl  -1.516  1.945  1.541  0.610
H  -1.928  0.245  -0.783  0.060
H  -0.775  0.301  -2.142  0.077
H  -1.340  -1.301  -1.348  0.124
H  2.143  -0.418  -0.106  0.034
H  1.629  -0.962  -1.703  0.076
H  1.346  -2.003  -0.312  0.056
H  0.463  -0.771  1.828  0.121
H  -1.165  -0.308  1.461  -0.016
H  -0.432  -1.944  0.737  0.101


[2]
The following is a quantum chemistry calculation of 2 unconnected molecules or ions with the total composition CH2Br2ClOP, from the Open Molecules 2025 dataset.

Calculated values
Charge ... 0
Kohn-Sham gap (alpha / beta) ... 8.091 / 5.563 eV
Total energy ... -165011.5640 eV
Largest force on an atom ... 4.7 eV/A

Each line ends with the Löwdin charge.
Positions of all 8 atoms, in Å:
C  -1.707  -0.177  -0.366  -0.466
O  1.758  0.621  2.119  -0.501
P  1.087  0.488  0.849  0.177
Cl  -1.225  -1.370  -1.409  0.631
Br  1.905  1.830  -0.871  0.133
Br  1.882  -1.595  -0.187  0.058
H  -1.872  0.702  -0.772  -0.039
H  -1.828  -0.499  0.638  0.007


Relative energy (zero: lowest compared OMol25 entry of this formula, charge and spin) per entry: 1.584; 2.954 eV